(1)
The following is a quantum chemistry calculation of 12 unconnected molecules or ions with the total composition H24O12 at a distorted geometry, from the OMol25 dataset.

Last column: natural (NBO) charge in e.
CARTESIAN COORDINATES (ANGSTROEM)
O: -2.38 -2.60 -0.18  -0.918
O: -2.28 2.98 -0.91  -0.969
O: 0.29 0.50 -0.33  -0.941
O: -5.56 0.34 -0.69  -0.930
O: -1.13 -1.93 2.19  -0.934
O: 1.42 0.41 2.97  -0.940
O: 2.58 1.32 -2.21  -0.916
O: -1.40 0.76 0.97  -0.898
O: 4.33 2.77 0.99  -0.933
O: -2.43 0.37 -0.59  -0.912
O: 4.42 -2.07 -0.38  -0.945
O: 2.04 -2.37 -2.23  -0.932
H: -3.02 1.01 -0.47  0.461
H: 4.26 -2.78 0.32  0.467
H: 1.28 0.26 -0.52  0.466
H: -1.55 3.54 -0.76  0.481
H: -5.95 -0.31 -0.10  0.470
H: 4.48 3.59 0.52  0.465
H: -0.19 0.02 -0.96  0.474
H: -4.61 0.24 -0.56  0.451
H: 1.29 -2.84 -2.60  0.463
H: 0.99 -0.35 3.40  0.450
H: -1.46 -3.05 -0.09  0.448
H: -2.23 -1.95 0.52  0.477
H: -1.55 1.63 1.30  0.452
H: -0.27 -1.97 2.60  0.477
H: 3.32 2.68 0.90  0.469
H: -2.53 2.89 -1.89  0.491
H: -2.24 0.26 1.31  0.455
H: 3.46 1.46 -2.60  0.466
H: 0.70 0.75 2.46  0.488
H: 2.67 1.70 -1.40  0.451
H: -1.14 -2.62 1.50  0.450
H: 4.90 -1.38 0.05  0.479
H: -2.93 -0.39 -0.96  0.448
H: 2.40 -2.86 -1.54  0.470

Output
HOMO-LUMO gap = 8.78 eV
HOMO energy = -8.840 eV
Relative energy (zero: lowest compared OMol25 entry of this formula, charge and spin) = 160.0 kcal/mol
LUMO = -0.059 eV
Net charge = 0
Spin multiplicity = 1
SMILES = O.O.O.O.O.O.O.O.O.O.O.O



(2)
The following is a quantum chemistry calculation of a molecular structure, H24O12 at a distorted geometry, from the OMol25 dataset.

Last column: natural (NBO) charge in e.
CARTESIAN COORDINATES (ANGSTROEM)
O: -2.15 -0.10 -2.61  -0.971
O: 0.73 -1.67 1.82  -0.874
O: -2.82 -0.73 0.01  -1.014
O: 3.45 0.54 -1.95  -0.962
O: 0.60 0.34 -0.43  -0.965
O: -0.51 -2.56 0.56  -1.064
O: -0.51 0.47 3.00  -0.973
O: 2.09 1.98 1.31  -0.975
O: -0.08 3.97 0.39  -0.960
O: 3.49 -2.09 -0.99  -0.974
O: -1.97 1.84 0.90  -0.994
O: -0.64 -2.57 -2.30  -0.984
H: -2.16 -1.39 0.30  0.531
H: 2.69 -2.36 -1.46  0.468
H: -2.57 2.42 1.39  0.493
H: 1.66 -1.65 2.08  0.517
H: -2.53 1.17 0.49  0.513
H: -0.67 -3.47 0.83  0.465
H: 3.85 1.22 -2.51  0.478
H: 0.11 -2.21 1.23  0.427
H: -3.66 -1.21 -0.04  0.494
H: -1.78 0.79 -2.65  0.470
H: -2.55 -0.17 -1.72  0.488
H: -0.32 0.48 -0.20  0.475
H: -0.94 1.00 2.31  0.505
H: -1.02 0.62 3.80  0.485
H: 0.73 -0.61 -0.32  0.494
H: -0.44 -2.28 -1.40  0.479
H: 1.36 2.59 1.12  0.480
H: 0.02 4.49 -0.41  0.474
H: 2.55 0.86 -1.78  0.493
H: -0.72 3.27 0.15  0.485
H: -1.21 -1.88 -2.66  0.485
H: 1.84 1.16 0.86  0.480
H: 3.78 -1.28 -1.45  0.498
H: 0.30 -0.96 2.34  0.532

Output
HOMO-LUMO gap = 9.88 eV
HOMO energy = -10.207 eV
Relative energy (zero: lowest compared OMol25 entry of this formula, charge and spin) = 65.3 kcal/mol
LUMO = -0.324 eV
Net charge = 0
Spin multiplicity = 1



(3)
The following is a quantum chemistry calculation of 12 unconnected molecules or ions with the total composition H24O12, from the OMol25 dataset.

Last column: natural (NBO) charge in e.
CARTESIAN COORDINATES (ANGSTROEM)
O: 2.80 2.08 1.23  -0.944
O: 3.86 -1.94 0.29  -0.950
O: 0.89 -3.47 0.68  -0.948
O: -3.41 -2.24 0.18  -0.944
O: -1.77 0.33 -2.30  -0.951
O: 2.15 1.09 -1.49  -0.961
O: -1.62 2.86 -0.95  -0.968
O: -4.21 0.93 0.37  -0.940
O: 0.30 -0.72 3.62  -0.955
O: -0.14 0.08 0.25  -0.975
O: 1.84 -2.21 -1.82  -0.957
O: -1.43 1.44 2.52  -0.963
H: 3.10 -1.71 -0.27  0.477
H: -2.95 -1.60 0.74  0.478
H: 1.12 -1.74 -2.26  0.483
H: 2.86 0.88 -2.10  0.486
H: 4.43 -1.17 0.26  0.466
H: 0.68 -0.99 2.77  0.472
H: -1.01 1.22 1.67  0.491
H: 3.36 2.83 1.01  0.459
H: -1.78 2.33 2.42  0.467
H: -0.95 0.27 -2.79  0.459
H: -4.25 -2.39 0.63  0.466
H: -1.99 3.47 -1.59  0.485
H: 2.54 -2.29 -2.48  0.487
H: -0.53 -0.31 3.38  0.481
H: 1.68 -3.88 1.05  0.469
H: 2.62 1.65 0.39  0.478
H: 1.19 -3.04 -0.13  0.473
H: -4.65 0.50 -0.37  0.473
H: -3.40 1.29 -0.01  0.467
H: 0.66 0.02 -0.27  0.483
H: -1.76 1.22 -1.92  0.488
H: -0.86 0.03 -0.39  0.486
H: -1.01 3.39 -0.41  0.497
H: 1.64 1.78 -1.93  0.485

Output
HOMO-LUMO gap = 8.86 eV
HOMO energy = -9.819 eV
Relative energy (zero: lowest compared OMol25 entry of this formula, charge and spin) = 46.0 kcal/mol
LUMO = -0.961 eV
Net charge = 0
Spin multiplicity = 1
SMILES = O.O.O.O.O.O.O.O.O.O.O.O



(4)
The following is a quantum chemistry calculation of 12 unconnected molecules or ions with the total composition H24O12 at a distorted geometry, from the OMol25 dataset.

Last column: natural (NBO) charge in e.
CARTESIAN COORDINATES (ANGSTROEM)
O: 1.06 -0.56 -0.28  -0.929
O: -3.28 -3.63 -0.54  -0.944
O: -1.10 2.11 -1.27  -0.932
O: 0.89 4.75 0.46  -0.930
O: 2.47 -3.27 0.22  -0.924
O: 2.93 -2.82 -1.88  -0.919
O: 2.93 3.54 -0.70  -0.923
O: -0.19 -1.87 4.57  -0.953
O: -2.93 -1.51 0.09  -0.930
O: -0.05 0.91 -5.50  -0.918
O: 1.20 0.13 3.39  -0.942
O: -2.84 1.65 0.85  -0.920
H: -3.85 -3.08 0.08  0.467
H: 0.41 0.50 3.74  0.478
H: 0.32 -1.99 5.35  0.463
H: 0.24 -0.16 -0.65  0.469
H: -3.05 1.66 -0.09  0.459
H: 1.74 -0.13 -0.64  0.462
H: 2.44 -3.60 -2.10  0.459
H: 0.15 0.66 -4.63  0.457
H: -0.90 0.50 -5.60  0.461
H: 2.32 -2.01 -1.96  0.463
H: 2.52 2.62 -0.71  0.438
H: -2.67 -0.61 -0.29  0.462
H: -0.55 2.09 -0.53  0.458
H: -2.52 -3.15 -0.82  0.479
H: 1.07 0.19 2.43  0.471
H: 2.27 -2.79 1.04  0.464
H: 1.87 -3.93 0.11  0.456
H: 1.20 3.86 0.81  0.460
H: -1.89 2.57 -0.98  0.473
H: -2.02 1.19 0.95  0.465
H: 0.83 5.21 1.31  0.487
H: 2.20 4.06 -0.43  0.469
H: 0.55 -1.78 3.89  0.483
H: -3.77 -1.32 0.34  0.464

Output
HOMO-LUMO gap = 8.79 eV
HOMO energy = -9.806 eV
Relative energy (zero: lowest compared OMol25 entry of this formula, charge and spin) = 139.9 kcal/mol
LUMO = -1.017 eV
Net charge = 0
Spin multiplicity = 1
SMILES = O.O.O.O.O.O.O.O.O.O.O.O



(5)
The following is a quantum chemistry calculation of 12 unconnected molecules or ions with the total composition H24O12 at a distorted geometry, from the OMol25 dataset.

Last column: natural (NBO) charge in e.
CARTESIAN COORDINATES (ANGSTROEM)
O: 33.33 29.77 38.33  -0.992
O: 34.46 31.31 40.83  -1.057
O: 31.26 31.73 42.17  -1.025
O: 36.04 28.33 39.29  -0.907
O: 32.47 28.80 41.38  -0.894
O: 35.19 33.70 40.28  -1.028
O: 35.34 32.19 37.30  -0.910
O: 33.49 31.14 43.01  -0.894
O: 36.12 29.54 42.31  -0.947
O: 37.88 34.26 40.76  -0.985
O: 31.73 31.30 39.45  -0.995
O: 34.69 33.55 42.69  -0.935
H: 36.04 31.86 37.94  0.469
H: 34.17 30.77 40.04  0.504
H: 37.80 34.36 41.76  0.471
H: 35.21 33.77 41.30  0.531
H: 32.50 30.36 38.53  0.501
H: 35.92 29.87 41.43  0.473
H: 34.87 34.44 39.67  0.517
H: 32.15 31.40 42.58  0.496
H: 34.63 33.69 43.65  0.512
H: 33.98 31.91 42.94  0.470
H: 32.34 28.18 40.47  0.441
H: 33.93 34.27 42.60  0.495
H: 35.28 28.54 39.10  0.447
H: 32.48 29.55 40.89  0.450
H: 36.20 27.58 38.81  0.462
H: 31.14 32.64 42.53  0.452
H: 35.99 28.68 41.74  0.470
H: 34.75 32.22 40.42  0.501
H: 37.01 33.93 40.33  0.494
H: 31.37 32.02 38.75  0.494
H: 34.03 30.79 42.45  0.497
H: 35.26 33.04 37.90  0.443
H: 32.84 28.97 38.33  0.447
H: 31.51 31.56 40.33  0.531

Output
HOMO-LUMO gap = 9.56 eV
HOMO energy = -10.409 eV
Relative energy (zero: lowest compared OMol25 entry of this formula, charge and spin) = 158.0 kcal/mol
LUMO = -0.847 eV
Net charge = 0
Spin multiplicity = 1
SMILES = O.O.O.O.O.O.O.O.O.O.O.O



(6)
The following is a quantum chemistry calculation of a molecular structure, H24O12Xe at a distorted geometry, from the OMol25 dataset.

Last column: natural (NBO) charge in e.
CARTESIAN COORDINATES (ANGSTROEM)
Xe: 0.12 -0.29 0.63  0.004
O: 3.00 -2.28 3.21  -0.959
O: -1.68 -1.15 -2.98  -0.970
O: 1.46 2.97 -0.72  -0.949
O: 2.99 0.33 -1.08  -0.978
O: 1.27 -0.50 -2.93  -0.980
O: -3.51 0.95 1.03  -0.972
O: -1.83 -3.05 -0.67  -0.967
O: -2.09 3.01 2.31  -0.955
O: 2.64 -2.50 0.41  -0.956
O: 0.18 1.96 -2.77  -0.995
O: -3.83 -1.92 1.32  -0.968
O: -0.30 1.14 3.58  -0.954
H: -2.22 -3.80 -1.12  0.469
H: 1.91 -0.18 -2.29  0.501
H: 0.44 1.05 -2.68  0.475
H: 2.64 1.18 -0.79  0.508
H: 1.92 3.73 -1.10  0.492
H: 0.55 1.57 3.60  0.475
H: -3.93 1.47 0.34  0.470
H: -3.42 -1.13 0.96  0.484
H: 2.66 -1.65 -0.05  0.485
H: 3.89 0.31 -0.75  0.494
H: 3.01 -2.33 2.26  0.491
H: 0.84 3.36 -0.10  0.492
H: -3.03 1.59 1.55  0.490
H: -1.35 3.46 1.91  0.463
H: -2.05 -0.56 -3.64  0.478
H: -1.69 2.33 2.86  0.501
H: -1.99 -2.31 -1.25  0.497
H: -3.31 -2.64 0.96  0.475
H: 1.76 -0.59 -3.74  0.481
H: -0.10 0.21 3.66  0.488
H: 3.07 -3.10 -0.19  0.480
H: 2.14 -1.89 3.42  0.454
H: -0.74 -1.12 -3.14  0.493
H: 0.58 2.40 -2.01  0.465

Output
HOMO-LUMO gap = 9.33 eV
HOMO energy = -9.951 eV
Relative energy (zero: lowest compared OMol25 entry of this formula, charge and spin) = 19.5 kcal/mol
LUMO = -0.621 eV
Net charge = 0
Spin multiplicity = 1